(1)
Below is a molecular structure, C21H39IrNP2 at a distorted geometry, with properties calculated with wB97M-V/def2-TZVPD.

For the HOMO energy (spin up / spin down), the calculation gives -10.40 / -12.96 eV. As for the spin multiplicity: 6. The value obtained for the total energy is -1664.31489 a.u. The net charge is +2. The relative energy (zero: lowest compared OMol25 entry of this formula, charge and spin) is 120.4 kcal/mol.

Last column: natural (NBO) charge in e.
Geometry (Å):
1 P 0.4307 -2.7006 0.3355  1.000
2 P -0.0092 2.4391 1.2179  1.451
3 C 0.5441 0.2325 -0.5890  -0.665
4 C 0.8750 1.6448 -0.1435  -0.835
5 H -0.4476 0.1244 -1.1105  0.236
6 H 1.2717 -0.2337 -1.2754  0.239
7 H 1.9420 1.6063 0.1292  0.280
8 H 0.6612 2.4272 -0.8974  0.219
9 C -1.6481 2.8736 0.6906  -1.012
10 H -2.0632 3.5229 1.4718  0.297
11 H -2.3030 2.0095 0.5235  0.259
12 H -1.5225 3.4390 -0.2398  0.244
13 C 1.1482 3.7752 1.4615  -0.978
14 H 0.8578 4.4960 0.6862  0.252
15 H 2.1598 3.4122 1.2503  0.255
16 H 1.0663 4.1853 2.4719  0.282
17 C -0.8672 -3.7576 -0.3366  -0.965
18 H -0.9899 -4.6027 0.3471  0.276
19 H -0.5824 -4.0607 -1.3562  0.270
20 H -1.7686 -3.1121 -0.3617  0.250
21 C 2.1245 -3.2061 -0.0856  -0.943
22 H 2.8324 -2.4514 0.3012  0.272
23 H 2.2577 -3.2501 -1.1792  0.243
24 H 2.2883 -4.2010 0.3609  0.276
25 Ir -0.3458 -0.7560 0.8792  0.768
26 C 0.3493 0.9059 -2.9946  0.086
27 C -0.9684 0.8745 -2.6104  -0.043
28 C -1.9737 0.1114 -3.4300  -0.484
29 C -1.5051 -1.3139 -3.7875  -0.451
30 C -0.6972 -1.9250 -2.7134  -0.206
31 C 0.6354 -2.0953 -2.7001  -0.191
32 C 1.5179 -1.2883 -3.6171  -0.443
33 C 1.0305 0.1461 -4.0432  -0.510
34 C 0.1205 -2.1229 2.4848  -0.886
35 H 1.0730 1.5731 -2.5164  0.223
36 H -1.3803 1.5338 -1.8171  0.241
37 H -2.2306 0.6255 -4.3607  0.285
38 H -2.8763 -0.0129 -2.8119  0.239
39 H -2.4150 -1.9227 -3.8521  0.254
40 H -1.0383 -1.3386 -4.7690  0.226
41 H -1.3554 -2.4700 -2.0440  0.204
42 H 1.1065 -3.0417 -2.3470  0.221
43 H 1.6868 -1.8534 -4.5525  0.267
44 H 2.5063 -1.2059 -3.1326  0.230
45 H 1.9894 0.6570 -4.2015  0.257
46 H 0.5029 0.0922 -4.9972  0.264
47 H 1.0150 -1.7267 2.9771  0.255
48 H 0.2137 -3.2209 2.3263  0.241
49 H -0.8046 -1.9554 3.0538  0.266
50 C 2.2250 0.9927 3.0560  -0.661
51 C 0.8391 1.3086 3.3921  0.080
52 C 0.3013 1.8276 4.5541  -0.242
53 C -1.1050 1.7326 4.4850  -0.256
54 C -1.4440 1.1974 3.2566  0.080
55 C -2.7014 0.6226 2.8066  -0.635
56 N -0.2505 0.9969 2.4926  -0.732
57 H 2.2377 0.1280 2.3502  0.201
58 H 2.7451 0.7068 4.0070  0.270
59 H 2.7289 1.9025 2.6575  0.221
60 H 0.8141 2.2070 5.4380  0.249
61 H -1.7525 2.0268 5.3140  0.251
62 H -3.2146 0.1277 3.6529  0.263
63 H -3.3433 1.4410 2.4490  0.228
64 H -2.4945 -0.1000 1.9930  0.171

(2)
Below is 8 unconnected molecules or ions with the total composition C21H39N3O31PS7 at a distorted geometry, with properties calculated with wB97M-V/def2-TZVPD.

For the HOMO energy, the calculation gives -11.41 eV. The value obtained for the total energy is -6448.26486 a.u. The net charge is +1.

Last column: Mulliken charge in e.
Geometry (Å):
1 C -0.3104 -4.3931 0.4461  -0.508
2 C -0.5306 -3.0786 0.4034  -0.177
3 N -0.8281 -1.6672 -0.0232  0.733
4 C -2.0964 -1.3552 -0.3642  -0.036
5 N -2.5605 0.0062 -0.8017  -0.156
6 C -4.0036 0.1700 -1.1873  -0.425
7 C -4.5009 -1.3533 -0.9705  0.024
8 N -3.3397 -2.1518 -0.3717  0.251
9 C -3.3910 -3.3669 -1.2401  -0.552
10 C -2.4559 -3.6972 -2.2901  -0.364
11 P 0.5638 -0.5499 -0.0256  0.459
12 O 0.8963 -0.2600 1.4763  -0.138
13 O 1.9059 -1.3584 -0.7530  -0.490
14 O 0.3058 0.9113 -0.8822  -0.380
15 H 0.2680 -5.4043 0.4222  0.360
16 H -2.5529 0.4952 0.1282  0.272
17 H -4.6147 0.8806 -0.5008  0.174
18 H -4.0972 0.5495 -2.2889  0.307
19 H -4.5603 -1.7408 -2.0745  0.253
20 H -5.5637 -1.5738 -0.5889  -0.006
21 H -4.2378 -4.1384 -1.0138  0.332
22 H -2.3257 -4.8249 -2.5617  0.270
23 H -1.8153 -2.9418 -2.8759  0.235
24 H 2.1349 -0.9239 -1.6270  0.318
25 H -0.2375 0.7656 -1.6990  0.321
26 C 4.6308 0.2820 4.7827  -0.312
27 C 3.6374 1.3568 5.2007  -0.256
28 O 2.5995 1.3062 4.2201  -0.273
29 S 2.4379 -0.2250 3.6988  1.127
30 O 1.3552 -0.8339 4.4205  -0.611
31 O 2.5151 -0.2259 2.2639  -0.412
32 O 3.8353 -0.8021 4.2988  -0.358
33 H 5.2669 0.6297 3.9637  0.239
34 H 5.2573 -0.0460 5.6140  0.356
35 H 4.0879 2.3489 5.2333  0.205
36 H 3.1936 1.1266 6.1743  0.297
37 C 0.3312 -4.6033 -5.9871  -0.108
38 C -0.1723 -3.7327 -7.1297  -0.357
39 O -1.5945 -3.8517 -7.0883  -0.333
40 S -2.0647 -4.0550 -5.5466  1.133
41 O -2.4700 -2.7766 -5.0282  -0.506
42 O -2.8929 -5.2234 -5.4752  -0.561
43 O -0.6068 -4.4147 -4.9250  -0.265
44 H 0.3234 -5.6613 -6.2644  0.236
45 H 1.3351 -4.3207 -5.6645  0.156
46 H 0.2133 -4.0535 -8.0983  0.344
47 H 0.0835 -2.6810 -6.9670  0.302
48 C 5.5406 6.2196 3.4073  -0.153
49 C 6.1233 6.6821 4.7356  -0.360
50 O 6.4470 5.4805 5.4359  -0.323
51 S 6.8779 4.3413 4.3602  0.966
52 O 8.3104 4.3119 4.2854  -0.560
53 O 6.0844 3.1683 4.5992  -0.407
54 O 6.3147 5.0812 3.0292  -0.293
55 H 4.5004 5.9010 3.5221  0.137
56 H 5.6001 6.9927 2.6392  0.333
57 H 5.4203 7.2861 5.3107  0.327
58 H 7.0490 7.2461 4.5859  0.292
59 C 5.1371 -2.6367 -4.2182  -0.162
60 C 6.1820 -3.7208 -3.9926  -0.373
61 O 5.6005 -4.9122 -4.5209  -0.317
62 S 4.6450 -4.5238 -5.7766  1.090
63 O 5.3889 -4.7240 -6.9865  -0.540
64 O 3.3476 -5.0986 -5.5543  -0.518
65 O 4.5599 -2.9257 -5.4914  -0.314
66 H 4.3450 -2.6895 -3.4650  0.164
67 H 5.5735 -1.6362 -4.2158  0.320
68 H 6.4291 -3.8476 -2.9377  0.317
69 H 7.0957 -3.5118 -4.5572  0.307
70 C -1.7667 3.0196 3.8044  -0.094
71 C -2.2659 1.6423 4.2190  -0.181
72 O -3.6894 1.7281 4.1531  -0.331
73 S -4.1042 2.7578 2.9661  0.937
74 O -4.4087 1.9889 1.7898  -0.386
75 O -4.9972 3.7384 3.5075  -0.552
76 O -2.6442 3.4420 2.7593  -0.294
77 H -1.8498 3.7342 4.6285  0.318
78 H -0.7348 2.9944 3.4492  0.091
79 H -1.9425 1.3673 5.2238  0.346
80 H -1.9404 0.8747 3.5098  0.143
81 C -9.8341 -3.0032 -0.5381  -0.317
82 C -8.9479 -3.2977 0.6645  -0.346
83 O -7.8950 -2.3359 0.5938  -0.347
84 S -8.4740 -0.9651 -0.0622  1.171
85 O -8.8045 -0.0625 1.0027  -0.548
86 O -7.6278 -0.5975 -1.1631  -0.541
87 O -9.8560 -1.5801 -0.6533  -0.295
88 H -9.4024 -3.4126 -1.4562  0.276
89 H -10.8462 -3.3907 -0.4094  0.319
90 H -8.5456 -4.3116 0.6467  0.316
91 H -9.4890 -3.1379 1.6020  0.284
92 C 1.0695 4.6083 -0.0863  -0.278
93 C 1.9588 4.3352 1.1195  -0.214
94 O 3.0006 5.3069 1.0398  -0.259
95 S 2.4080 6.6657 0.3698  1.087
96 O 2.0667 7.5750 1.4273  -0.539
97 O 3.2487 7.0312 -0.7327  -0.532
98 O 1.0318 6.0294 -0.2157  -0.336
99 H 1.5059 4.1944 -1.0002  0.287
100 H 0.0614 4.2109 0.0463  0.303
101 H 2.3721 3.3254 1.1119  0.262
102 H 1.4153 4.4984 2.0555  0.194

(3)
Below is a molecular structure, C21H39N5O26S5 at a distorted geometry, with properties calculated with wB97M-V/def2-TZVPD.

For the HOMO energy, the calculation gives -7.67 eV. The value obtained for the total energy is -5044.11509 a.u. The net charge is 0. The relative energy (zero: lowest compared OMol25 entry of this formula, charge and spin) is 15.4 kcal/mol.

Last column: Mulliken charge in e.
Geometry (Å):
1 C -1.2273 0.0378 -6.1109  -0.752
2 N -2.2162 -0.6647 -5.2539  0.917
3 O -1.8358 -1.0168 -4.1569  -0.452
4 O -3.3478 -0.7947 -5.6796  -0.553
5 H -0.6706 0.6819 -5.4304  0.263
6 H -1.7669 0.6657 -6.8086  0.317
7 H -0.4816 -0.6352 -6.5164  0.287
8 C -3.5443 4.3752 1.8688  -0.891
9 N -4.1741 3.1599 1.2490  0.917
10 O -5.3866 3.0829 1.2247  -0.585
11 O -3.4149 2.3718 0.7461  -0.350
12 H -2.5252 4.3798 1.5073  0.298
13 H -3.5984 4.2518 2.9448  0.289
14 H -4.1709 5.1836 1.5083  0.318
15 C -6.1720 0.0155 1.3469  -0.785
16 N -5.3159 -1.1389 0.9421  0.979
17 O -4.3593 -1.4092 1.6500  -0.523
18 O -5.6541 -1.7509 -0.0485  -0.561
19 H -6.3692 0.6182 0.4698  0.313
20 H -5.6388 0.5469 2.1230  0.245
21 H -7.0953 -0.4221 1.7184  0.340
22 C -2.1147 2.3835 6.5568  -0.322
23 C -0.6738 1.8687 6.4972  -0.477
24 O -0.0712 2.6151 5.4357  -0.296
25 S -1.1703 2.6455 4.2884  1.216
26 O -1.3440 1.3725 3.7436  -0.458
27 O -0.9121 3.7347 3.4295  -0.615
28 O -2.3622 2.9881 5.2743  -0.357
29 H -2.1786 3.1949 7.2846  0.277
30 H -2.8694 1.6501 6.8234  0.308
31 H -0.6203 0.8007 6.2589  0.272
32 H -0.1202 1.9446 7.4285  0.379
33 C 2.1302 -4.7664 -5.7075  -0.369
34 C 1.2671 -5.0544 -4.5122  -0.303
35 O 0.8107 -3.7732 -4.0829  -0.237
36 S 1.8942 -2.6568 -4.4484  0.919
37 O 2.5475 -2.2022 -3.2830  -0.483
38 O 1.2947 -1.7161 -5.3140  -0.528
39 O 2.8710 -3.6048 -5.2710  -0.329
40 H 1.5915 -4.5143 -6.6208  0.270
41 H 2.8522 -5.5486 -5.9239  0.301
42 H 1.8024 -5.5648 -3.7051  0.295
43 H 0.4093 -5.7049 -4.6871  0.314
44 C 4.4098 -4.7306 2.5669  -0.111
45 C 3.4622 -3.4873 2.5549  -0.177
46 O 2.2227 -3.9449 3.1230  -0.339
47 S 2.0864 -5.4729 2.7312  1.075
48 O 1.9028 -5.6106 1.3319  -0.531
49 O 1.2112 -6.1151 3.6247  -0.590
50 O 3.5787 -5.8005 3.1203  -0.368
51 H 5.2195 -4.6722 3.2866  0.281
52 H 4.6937 -5.0429 1.5708  0.217
53 H 3.2369 -3.3323 1.4969  0.076
54 H 3.8644 -2.5605 2.9382  0.488
55 C -3.9271 6.4396 -2.5167  -0.253
56 C -2.9441 6.2744 -3.6943  -0.345
57 O -2.1717 5.1136 -3.4094  -0.374
58 S -2.6595 4.2994 -2.1498  1.232
59 O -1.5765 4.1220 -1.2668  -0.519
60 O -3.4093 3.1722 -2.5416  -0.577
61 O -3.6139 5.4333 -1.5659  -0.306
62 H -4.9558 6.3404 -2.8571  0.292
63 H -3.7900 7.4159 -2.0579  0.274
64 H -2.2765 7.1240 -3.8103  0.264
65 H -3.4811 6.1390 -4.6320  0.272
66 C -0.8261 0.7109 -0.8010  -0.037
67 C -1.5807 0.0424 0.3542  0.510
68 O -0.8652 -1.1618 0.6779  -0.243
69 S 0.4201 -1.3468 -0.2326  0.700
70 O 0.1451 -2.1465 -1.3651  -0.483
71 O 1.5085 -1.6501 0.6091  -0.293
72 O 0.4947 0.1603 -0.7167  -0.217
73 H -0.8054 1.7907 -0.7082  0.094
74 H -1.2250 0.4259 -1.7782  0.082
75 H -2.6144 -0.2363 0.1839  0.136
76 H -1.5076 0.6988 1.2223  -0.182
77 N 4.5295 -2.7741 -1.0879  0.344
78 C 5.5635 -3.6223 -0.7832  -0.638
79 C 6.2499 -3.0874 0.2699  -1.022
80 C 5.6142 -1.8457 0.5991  -0.106
81 C 4.6169 -1.6616 -0.3133  -0.567
82 H 3.9570 -2.8331 -1.9148  0.319
83 H 5.7365 -4.5328 -1.3322  0.426
84 H 7.0987 -3.5400 0.7565  0.459
85 H 5.9076 -1.2411 1.4414  0.549
86 H 4.0255 -0.7957 -0.5578  0.358
87 N 1.6162 2.0912 1.8485  0.260
88 C 2.2900 1.7521 3.0008  -0.553
89 C 3.4751 1.1821 2.6526  -0.920
90 C 3.5297 1.1649 1.2215  -0.174
91 C 2.3613 1.7099 0.7669  -1.067
92 H 0.7137 2.5301 1.8077  0.150
93 H 1.8476 2.0604 3.9323  0.433
94 H 4.2681 0.8154 3.2816  0.465
95 H 4.3238 0.7909 0.5972  0.841
96 H 1.9790 1.8147 -0.2350  0.590